Formula: C19H26N4O5S
Source: OMol25
Level of theory: ωB97M-V/def2-TZVPD

The geometry in ORCA input format:
```
! RIJCOSX wB97M-V def2-TZVPD def2/J DEFGRID3
* xyz 0 1
O 1.516 0.213 -0.856
H 4.311 4.071 0.463
C 3.708 3.777 1.317
H 2.270 5.362 1.046
H -3.862 -1.290 2.227
C -2.784 -1.367 2.116
C -1.465 1.062 -4.453
H 1.113 -0.986 -2.726
H -2.272 0.719 -5.066
N -0.695 2.115 -4.805
H 0.267 -3.554 0.594
H -0.979 -2.443 -0.021
C -2.106 -1.064 3.450
C 0.727 -1.952 -2.398
H -0.916 1.225 4.811
H 1.728 1.760 0.683
O -1.331 -0.354 -0.847
C -0.554 -4.070 -1.333
H 0.935 3.021 -3.819
H 4.132 4.214 2.217
H 0.560 1.198 -2.019
C 2.276 4.271 1.129
C 1.154 1.672 1.589
N -0.674 -2.031 -2.732
N 0.724 -0.687 1.067
H -2.500 -0.132 3.866
H -2.542 -2.376 1.790
C -1.043 0.567 -3.245
C -0.347 1.350 3.902
H 0.085 3.416 4.270
C 0.215 2.575 3.609
C 0.579 0.443 1.878
C 1.058 -0.737 -0.232
O -2.969 -1.058 -2.527
H -1.251 -4.779 -0.885
H -1.129 -3.931 -3.430
H 0.314 -4.632 -1.686
H 1.836 3.852 0.216
C 0.175 2.265 -3.839
C -0.180 0.274 3.044
H 0.278 -1.495 1.487
O -0.692 -0.982 3.314
H -2.299 -3.204 -2.316
C 0.966 2.750 2.446
C -0.109 -3.041 -0.294
N 0.007 1.355 -2.861
H -2.459 -0.664 1.351
H 3.736 2.694 1.413
O 1.454 4.003 2.247
H 1.962 -2.575 -0.750
C 0.972 -2.122 -0.885
H 1.240 -2.731 -2.966
H -2.288 -1.873 4.164
S -1.612 -0.739 -2.211
C -1.236 -3.352 -2.506
*
```

Properties
- SMILES = CCOc1ccc(OCC)c(NC(=O)[C@H]2CCCN(S(=O)(=O)c3cnc[nH]3)C2)c1
- lowest unoccupied orbital energy (Eh) = 0.0212
- energy relative to the best compared isomer or geometry (same formula, charge and spin) (kcal/mol) = 51.2
- HOMO level (Eh) = -0.29518
- Kohn-Sham gap (eV) = 8.608